1.
Computed, not measured: a cluster of 2 separate species, C2H8N2O3 in total at a distorted geometry, with ωB97M-V/def2-TZVPD.

Calculated values
orbital gap (alpha / beta): 8.9 / 8.9 eV
spin multiplicity: 1
energy relative to the best compared isomer or geometry (same formula, charge and spin): 894.82 kJ/mol

Each atom is followed by the atoms it is bonded to, with distances in Å.
Atoms and positions in Å:
1 N 1.705 0.149 0.746  H4 1.022, O13 1.406, N15 1.444
2 H -0.340 -0.791 2.284  C7 1.080
3 O 1.153 -0.246 -1.457  H14 1.008, N15 1.389
4 H 2.701 0.100 0.520  N1 1.022
5 H -0.768 -1.980 0.936  C7 1.080
6 H -2.149 1.245 -0.583  C9 1.089
7 C -0.696 -0.958 1.278  H2 1.080, H5 1.080, H8 1.083
8 H -1.637 -0.452 1.099  C7 1.083
9 C -1.164 1.162 -1.040  H6 1.089, H10 1.090, O11 1.427, H12 1.090
10 H -0.847 2.118 -1.454  C9 1.090
11 O -0.276 0.804 0.019  C9 1.427, N15 1.470
12 H -1.178 0.408 -1.827  C9 1.090
13 O 1.226 -1.169 0.845  N1 1.406
14 H 1.155 -1.097 -0.917  O3 1.008
15 N 1.115 0.708 -0.448  N1 1.444, O3 1.389, O11 1.470



2.
Computed, not measured: the molecule C5H6O2S at a distorted geometry, with ωB97M-V/def2-TZVPD.

Calculated values
orbital gap: 7.6 eV
spin multiplicity: 1
energy relative to the best compared isomer or geometry (same formula, charge and spin): 83.80 kJ/mol
SMILES: O=C1C[C@@H](O)CC1=S

Each atom is followed by the atoms it is bonded to, with distances in Å.
Atoms and positions in Å:
1 O -1.037 1.031 -1.033  C9 1.406, H14 0.957
2 C -0.893 -0.630 0.652  H4 1.080, H5 1.094, C9 1.510, C11 1.543
3 O 0.003 0.485 2.609  C11 1.220
4 H -0.656 -1.680 0.746  C2 1.080
5 H -1.925 -0.473 0.977  C2 1.094
6 H -0.893 -1.000 -1.500  C9 1.121
7 C 0.996 -0.060 -0.791  C8 1.482, C9 1.527, H12 1.134, H13 1.088
8 C 1.310 0.571 0.513  C7 1.482, S10 1.604, C11 1.527
9 C -0.519 -0.247 -0.759  O1 1.406, C2 1.510, H6 1.121, C7 1.527
10 S 2.685 1.309 0.884  C8 1.604
11 C 0.150 0.197 1.432  C2 1.543, O3 1.220, C8 1.527
12 H 1.263 0.577 -1.690  C7 1.134
13 H 1.502 -1.012 -0.934  C7 1.088
14 H -1.986 0.932 -1.107  O1 0.957



3.
Computed, not measured: a cluster of 2 separate species, C24H34BrNO10P in total at a distorted geometry, with ωB97M-V/def2-TZVPD.

Calculated values
net charge: +1
orbital gap: 7.2 eV
spin multiplicity: 1

Each atom is followed by the atoms it is bonded to, with distances in Å.
Atoms and positions in Å:
1 H 4.797 -2.064 -5.874  C48 1.151
2 H 4.485 -3.704 -5.107  C48 1.140
3 H 3.058 5.570 5.545  C4 1.092
4 C 2.077 5.569 6.025  H3 1.092, H18 1.092, O21 1.431, H56 1.090
5 C -3.576 -3.813 -4.407  O6 1.262, C23 1.627, O35 1.416
6 O -3.440 -3.699 -5.657  C5 1.262
7 C 1.139 4.152 3.245  N34 1.500, C46 1.522, H54 1.093, C58 1.532
8 H 0.428 1.701 0.986  C10 1.151
9 H -0.372 3.877 4.746  C58 1.095
10 C -0.504 1.164 0.576  H8 1.151, H19 1.142, C44 1.617, C63 1.628
11 O 4.890 -3.136 -2.812  H60 0.992, C62 1.474
12 H 3.057 5.195 3.345  C46 1.092
13 H 1.004 -1.515 5.234  C31 1.144
14 C 0.143 -0.484 -3.912  C41 1.548, C47 1.568, H67 1.149
15 H 2.455 4.928 1.715  C46 1.094
16 H -0.165 -1.023 0.928  C63 1.157
17 P -5.069 -1.757 -0.482  C20 1.928, O26 1.718, C66 1.893
18 H 1.537 6.482 5.765  C4 1.092
19 H -1.366 1.910 0.659  C10 1.142
20 C -4.310 -3.485 -0.091  P17 1.928, H22 1.154, H28 1.158, H33 1.139
21 O 1.367 4.386 5.647  C4 1.431, C58 1.425
22 H -4.073 -3.568 1.035  C20 1.154
23 C -4.567 -2.779 -3.634  C5 1.627, H38 1.158, C51 1.596, H64 1.139
24 O -3.401 1.125 -0.530  C39 1.254
25 C -2.623 -0.847 -4.066  C41 1.617, C51 1.619, O70 1.252
26 O -4.951 -0.921 1.014  P17 1.718, H52 0.994
27 H 0.047 5.571 4.517  C58 1.095
28 H -3.283 -3.548 -0.624  C20 1.158
29 H 5.267 -1.227 -3.635  C62 1.140
30 H -2.967 -4.810 -2.779  O35 0.984
31 C 1.093 -1.954 4.181  H13 1.144, H40 1.143, C55 1.605, H59 1.147
32 O -0.248 -0.070 2.820  C55 1.446, C63 1.460
33 H -5.017 -4.297 -0.465  C20 1.139
34 N 1.864 2.865 3.508  C7 1.500, H42 1.027, H45 1.031, H71 1.024
35 O -2.815 -4.811 -3.752  C5 1.416, H30 0.984
36 H 1.718 6.172 2.725  C46 1.092
37 H 3.023 -2.516 -5.349  C48 1.143
38 H -4.982 -3.393 -2.745  C23 1.158
39 C -2.958 0.208 -1.262  O24 1.254, C43 1.617, C66 1.621
40 H 1.130 -3.096 4.200  C31 1.143
41 C -1.276 -0.380 -3.302  C14 1.548, C25 1.617, C43 1.578
42 H 1.210 2.086 3.647  N34 1.027
43 C -1.447 0.175 -1.835  C39 1.617, C41 1.578, C44 1.542
44 C -0.282 0.635 -0.936  C10 1.617, C43 1.542, C49 1.572
45 H 2.373 2.968 4.399  N34 1.031
46 C 2.150 5.170 2.738  C7 1.522, H12 1.092, H15 1.094, H36 1.092
47 C 1.324 -0.023 -2.990  C14 1.568, C49 1.547, O53 1.447
48 C 4.137 -2.618 -5.113  H1 1.151, H2 1.140, H37 1.143, C62 1.614
49 C 1.160 0.526 -1.553  C44 1.572, C47 1.547, Br57 1.987
50 H 3.265 -1.425 -1.810  C61 1.154
51 C -3.721 -1.536 -3.096  C23 1.596, C25 1.619, C66 1.437
52 H -4.139 -1.261 1.476  O26 0.994
53 O 2.680 -0.139 -3.482  C47 1.447, C61 1.482
54 H 0.393 3.953 2.472  C7 1.093
55 C -0.133 -1.433 3.287  C31 1.605, O32 1.446, O68 1.267
56 H 2.231 5.544 7.104  C4 1.090
57 Br 2.734 1.058 -0.462  C49 1.987
58 C 0.464 4.559 4.559  C7 1.532, H9 1.095, O21 1.425, H27 1.095
59 H 2.051 -1.595 3.662  C31 1.147
60 H 4.073 -3.559 -2.442  O11 0.992
61 C 3.108 -1.455 -2.953  H50 1.154, O53 1.482, C62 1.601, H65 1.160
62 C 4.439 -2.010 -3.649  O11 1.474, H29 1.140, C48 1.614, C61 1.601
63 C -0.758 -0.182 1.456  C10 1.628, H16 1.157, O32 1.460, H69 1.142
64 H -5.391 -2.510 -4.373  C23 1.139
65 H 2.228 -2.174 -3.186  C61 1.160
66 C -3.875 -1.033 -1.759  P17 1.893, C39 1.621, C51 1.437
67 H 0.294 -0.881 -4.979  C14 1.149
68 O -1.030 -2.286 3.014  C55 1.267
69 H -1.858 -0.483 1.385  C63 1.142
70 O -2.824 -0.662 -5.288  C25 1.252
71 H 2.528 2.610 2.773  N34 1.024



4.
Computed, not measured: the ion C6H9N2O2 with charge -1 at a distorted geometry, with ωB97M-V/def2-TZVPD.

Calculated values
net charge: -1
orbital gap: 8.3 eV
spin multiplicity: 1
energy relative to the best compared isomer or geometry (same formula, charge and spin): 325.05 kJ/mol
SMILES: CC(C)=N/N=C(/C)C(=O)[O-]

Each atom is followed by the atoms it is bonded to, with distances in Å.
Atoms and positions in Å:
1 H 3.285 -1.082 0.339  C16 1.047
2 H -2.266 0.193 -1.622  C19 1.068
3 H -0.565 0.459 -1.602  C19 1.037
4 N 0.366 -1.014 1.253  N12 1.319, C13 1.289
5 H -2.109 2.095 -0.041  C7 1.036
6 C 1.586 0.625 -0.327  O8 1.222, C13 1.520, O15 1.262
7 C -2.262 1.387 0.700  H5 1.036, C14 1.502, H17 1.076, H18 1.089
8 O 1.873 0.632 -1.515  C6 1.222
9 H 2.434 -1.980 -0.884  C16 1.245
10 H 2.319 -2.484 1.000  C16 1.116
11 H -1.182 -1.111 -1.453  C19 1.167
12 N -0.692 -0.237 1.385  N4 1.319, C14 1.269
13 C 1.218 -0.689 0.343  N4 1.289, C6 1.520, C16 1.489
14 C -1.380 0.205 0.415  C7 1.502, N12 1.269, C19 1.541
15 O 1.625 1.615 0.455  C6 1.262
16 C 2.384 -1.613 0.305  H1 1.047, H9 1.245, H10 1.116, C13 1.489
17 H -3.315 1.168 0.714  C7 1.076
18 H -1.967 1.839 1.646  C7 1.089
19 C -1.350 -0.008 -1.110  H2 1.068, H3 1.037, H11 1.167, C14 1.541



5.
Computed, not measured: the molecule C3H4ClOP at a distorted geometry, with ωB97M-V/def2-TZVPD.

Calculated values
orbital gap (alpha / beta): 3.5 / 5.4 eV
spin multiplicity: 3
energy relative to the best compared isomer or geometry (same formula, charge and spin): 471.81 kJ/mol

Each atom is followed by the atoms it is bonded to, with distances in Å.
Atoms and positions in Å:
1 C 1.266 0.019 -0.570  C2 1.299, H5 1.049, C6 1.491
2 C 0.593 -1.054 -0.860  C1 1.299, H4 1.017, C6 1.600
3 O -0.534 0.412 1.119  C6 1.455, P10 1.668
4 H 0.498 -2.056 -1.004  C2 1.017
5 H 2.197 0.471 -0.399  C1 1.049
6 C -0.184 0.219 -0.280  C1 1.491, C2 1.600, O3 1.455, H7 1.170
7 H -0.873 0.744 -1.067  C6 1.170
8 H -2.082 0.793 2.761  P10 1.564
9 Cl 0.245 2.075 3.073  P10 1.995
10 P -1.267 1.737 1.817  O3 1.668, H8 1.564, Cl9 1.995



6.
Computed, not measured: the molecule C3H4N4 at a distorted geometry, with ωB97M-V/def2-TZVPD.

Calculated values
orbital gap: 8.9 eV
spin multiplicity: 1
energy relative to the best compared isomer or geometry (same formula, charge and spin): 525.38 kJ/mol
SMILES: Nc1cncnn1

Each atom is followed by the atoms it is bonded to, with distances in Å.
Atoms and positions in Å:
1 H 2.787 -0.565 -0.748  N2 1.223
2 N 1.969 -0.268 0.110  H1 1.223, H3 1.184, C5 1.375
3 H 2.016 0.670 0.830  N2 1.184
4 N -0.055 -1.445 0.160  C5 1.400, N6 1.322
5 C 0.635 -0.289 -0.224  N2 1.375, N4 1.400, C9 1.287
6 N -1.363 -1.455 -0.029  N4 1.322, C10 1.424
7 N -1.414 1.056 0.082  C9 1.413, C10 1.368
8 H -3.167 -0.182 0.042  C10 1.177
9 C -0.032 0.801 -0.070  C5 1.287, N7 1.413, H11 1.240
10 C -1.993 -0.178 -0.039  N6 1.424, N7 1.368, H8 1.177
11 H 0.618 1.855 -0.114  C9 1.240